Version a
ORCA calculation (ωB97M-V/def2-TZVPD) on a molecular structure, C19H41N9O9PSY.

Cartesian coordinates (Å):
Y  0.8983  -0.8030  -0.1590
O  4.5174  -3.5176  -0.0706
C  3.6374  -2.5521  -0.1867
O  2.4431  -2.6770  0.0110
C  4.2414  -1.2415  -0.6197
O  3.3883  -0.1617  -0.2566
C  3.6030  0.2750  1.1130
C  2.8185  -0.5803  2.1105
O  3.3409  -1.0078  3.1023
O  1.5582  -0.7512  1.7446
H  4.0644  -4.3379  0.1897
H  4.3125  -1.2658  -1.7076
H  5.2371  -1.1097  -0.1991
H  3.2243  1.2964  1.1602
H  4.6576  0.2535  1.3796
C  0.5653  3.4206  -3.9136
C  0.8451  1.9833  -4.1456
N  0.9781  1.4013  -5.2925
N  1.2332  0.0862  -4.9794
C  1.2642  -0.1663  -3.6751
S  1.5159  -1.6106  -2.8426
N  1.0183  1.0558  -3.1319
N  0.9350  1.2499  -1.7547
H  0.4843  3.9169  -4.8768
H  1.3694  3.8926  -3.3465
H  -0.3712  3.5574  -3.3699
H  1.3861  -0.5839  -5.7166
H  1.6570  1.8967  -1.4512
H  0.0241  1.6405  -1.5080
C  -1.5170  -4.3666  -2.4533
N  -2.4018  -3.7372  -1.4652
C  -3.7121  -4.3762  -1.3333
P  -1.8998  -2.6138  -0.4185
O  -0.3906  -2.4715  -0.5223
N  -2.6297  -1.1743  -0.8400
C  -2.4060  0.0548  -0.1121
C  -3.7274  -1.0694  -1.8055
N  -2.3179  -2.8833  1.1277
C  -1.5000  -3.7755  1.9597
C  -3.6907  -2.7380  1.6140
H  -1.9542  -4.2819  -3.4497
H  -1.3941  -5.4242  -2.2141
H  -0.5438  -3.8875  -2.4564
H  -4.1647  -4.4799  -2.3202
H  -4.3896  -3.7800  -0.7260
H  -3.6227  -5.3677  -0.8855
H  -0.9302  0.7323  1.0229
H  -3.2879  0.3510  0.4644
H  -2.8428  1.6478  -1.1711
H  -3.7802  -1.9702  -2.4065
H  -3.5501  -0.2397  -2.4879
H  -4.6894  -0.9234  -1.3040
H  -0.4791  -3.8206  1.5906
H  -1.9125  -4.7871  1.9838
H  -1.4804  -3.3836  2.9766
H  -4.2258  -1.9753  1.0479
H  -3.6631  -2.4191  2.6567
H  -4.2503  -3.6741  1.5607
C  -0.0925  1.1781  3.6578
N  0.3995  2.4448  3.1257
C  0.5939  3.4870  4.1420
C  1.6022  4.5034  3.6660
C  1.1529  5.0345  2.3279
N  0.9093  3.9189  1.4037
C  0.9793  4.2082  -0.0154
C  0.5714  2.6758  1.8103
O  0.4253  1.7635  0.9335
H  0.6255  0.7785  4.3745
H  -0.2182  0.4443  2.8771
H  -1.0403  1.3466  4.1732
H  0.9342  2.9875  5.0479
H  -0.3650  3.9610  4.3709
H  2.5847  4.0342  3.5747
H  1.6858  5.3188  4.3828
H  1.9131  5.6728  1.8803
H  0.2406  5.6286  2.4324
H  0.8933  5.2849  -0.1473
H  0.1554  3.7401  -0.5512
H  1.9306  3.8954  -0.4576
O  -1.3117  -0.1414  0.7434
O  -2.0624  1.1093  -0.9931

As for the charge: +2. The molecular weight comes out at 691.54 g mol⁻¹.


Version b
ORCA calculation (ωB97M-V/def2-TZVPD) on a molecular structure, C19H41N9O9PSY.

Cartesian coordinates (Å):
Y  0.0840  0.2243  -0.3214
O  1.6135  -1.0677  3.8152
C  1.2774  -0.9512  2.5514
O  0.4770  -0.1369  2.1314
C  1.9932  -1.9480  1.6704
O  1.4534  -1.7795  0.3853
C  1.9667  -2.6058  -0.6678
C  1.2335  -2.1096  -1.9179
O  0.8015  -2.8818  -2.7525
O  1.0867  -0.8232  -1.9393
H  1.1376  -0.4122  4.3520
H  1.8272  -2.9563  2.0627
H  3.0697  -1.7469  1.6978
H  1.7457  -3.6558  -0.4783
H  3.0452  -2.4588  -0.7721
C  -1.4316  -2.7586  -5.9622
C  -1.5817  -1.2937  -5.8265
N  -1.6712  -0.4304  -6.7909
N  -1.7449  0.7728  -6.1667
C  -1.7369  0.6730  -4.8460
S  -1.8222  2.0464  -3.7723
N  -1.6371  -0.6442  -4.6040
N  -1.6249  -1.2269  -3.3401
H  -1.3413  -3.0047  -7.0164
H  -2.2992  -3.2790  -5.5540
H  -0.5435  -3.1004  -5.4287
H  -1.7591  1.6209  -6.7142
H  -2.3746  -1.9096  -3.3072
H  -0.7307  -1.7134  -3.2183
C  1.2421  4.2556  -1.4667
N  2.3451  4.1067  -0.5243
C  3.1677  5.3018  -0.3578
P  2.7934  2.6756  0.1184
O  1.5752  1.7728  0.2044
N  3.9759  1.9989  -0.7878
C  4.6491  2.6527  -1.9030
C  4.5332  0.7089  -0.4067
N  3.4034  2.8548  1.6313
C  2.4944  3.2238  2.7153
C  4.8038  3.1645  1.9041
H  0.6981  5.1715  -1.2308
H  0.5543  3.4196  -1.3839
H  1.6031  4.3255  -2.4976
H  2.5856  6.0988  0.1081
H  3.5300  5.6602  -1.3245
H  4.0338  5.0953  0.2676
H  4.0883  3.5244  -2.2289
H  4.7169  1.9591  -2.7427
H  5.6618  2.9638  -1.6314
H  3.9779  0.2974  0.4363
H  5.5822  0.7993  -0.1117
H  4.4705  0.0119  -1.2461
H  1.4855  2.8842  2.4923
H  2.4780  4.3058  2.8729
H  2.8280  2.7506  3.6405
H  5.4224  2.9467  1.0364
H  5.1558  2.5598  2.7415
H  4.9342  4.2171  2.1699
C  -1.2628  -3.5008  1.4981
N  -2.5279  -3.0856  0.9239
C  -3.6629  -3.9738  1.1768
C  -4.6901  -3.8319  0.0778
C  -5.0501  -2.3699  -0.0633
N  -3.8467  -1.5528  -0.2217
C  -4.0773  -0.2256  -0.7748
C  -2.6539  -1.9030  0.2894
O  -1.6535  -1.1271  0.1819
H  -0.8749  -4.3772  0.9732
H  -1.4036  -3.7599  2.5489
H  -0.5519  -2.6902  1.4142
H  -4.0995  -3.7389  2.1524
H  -3.2782  -4.9919  1.2254
H  -5.5772  -4.4177  0.3125
H  -4.2813  -4.2093  -0.8621
H  -5.6194  -2.0178  0.8024
H  -5.6693  -2.2078  -0.9459
H  -4.5359  -0.3222  -1.7608
H  -3.1485  0.3211  -0.8822
H  -4.7656  0.3285  -0.1332
O  -1.3210  1.5180  -1.3792
O  -0.6884  1.6259  -2.6883

As for the charge: +2. The molecular weight comes out at 691.54 g mol⁻¹.


Tell me which of them is the most stable. Sure, it is version a.


Version a
ORCA calculation (ωB97M-V/def2-TZVPD) on a single C3H5I molecule.

Cartesian coordinates (Å):
C  0.5789  -1.0188  0.7855
C  0.8774  -0.1183  -0.1285
C  -0.2783  0.5293  -0.7554
I  2.9021  0.5305  -0.4898
H  1.2599  -1.5130  1.4675
H  -0.4165  -1.2578  1.0538
H  -0.2063  1.0385  -1.7053
H  -0.9951  -0.2471  -0.7600
H  -0.7428  1.2539  -0.0584

The molecular weight comes out at 167.98 g mol⁻¹. Its structure (SMILES) is C=C(C)I.


Version b
ORCA calculation (ωB97M-V/def2-TZVPD) on a molecular structure, C3H5I.

Cartesian coordinates (Å):
C  -1.6291  -1.1038  0.1669
C  1.4284  -1.4966  0.7371
C  1.1208  -0.4639  0.0251
I  -0.3868  -2.4930  1.2703
H  -2.3109  -0.4693  0.7171
H  -1.8985  -1.3776  -0.8450
H  1.9621  -0.2465  -0.6084
H  -0.9220  -0.3548  -0.2199
H  0.2454  0.3092  0.2327

The molecular weight comes out at 167.98 g mol⁻¹.


Tell me which of them is the most stable. Sure, it is version a.


Version a
ORCA calculation (ωB97M-V/def2-TZVPD) on 2 unconnected molecules or ions with the total composition CH4INS.

Cartesian coordinates (Å):
C  -0.5943  0.9684  0.2757
N  -0.3992  -2.0053  -0.3106
S  0.7549  0.5885  -0.8744
I  2.6448  -0.0215  0.2860
H  -1.4042  0.7105  -0.2454
H  -0.5002  1.9975  0.6779
H  -0.6948  0.3178  1.0524
H  0.1930  -2.5560  -0.8615

The molecular weight comes out at 189.02 g mol⁻¹.


Version b
ORCA calculation (ωB97M-V/def2-TZVPD) on 2 unconnected molecules or ions with the total composition CH4INS.

Cartesian coordinates (Å):
C  -0.4831  -0.9511  0.2644
N  0.6705  -0.1715  0.4416
S  -0.6140  2.3794  -0.3569
I  2.3727  -0.7692  -0.4859
H  -0.8660  -0.5003  -0.6923
H  -0.4774  -2.0752  0.1548
H  -1.2566  -0.7238  0.9779
H  0.6537  2.8118  -0.3038

The molecular weight comes out at 189.02 g mol⁻¹.


Tell me which of them is the most stable. Sure, it is version b.


Version a
ORCA calculation (ωB97M-V/def2-TZVPD) on a molecular structure, C17H13BrN3O2S3Ti.

Cartesian coordinates (Å):
Ti  0.5707  0.3187  -1.2128
O  0.3269  -3.3662  2.1934
C  -0.1640  -3.8994  1.0605
C  -0.3256  -5.2865  1.0428
C  -0.8505  -5.9088  -0.0684
C  -1.2279  -5.1726  -1.1915
C  -1.0692  -3.8053  -1.1786
C  -0.5390  -3.1449  -0.0636
C  -0.4014  -1.6818  -0.1244
O  -0.7936  -1.0590  -1.2087
N  0.1397  -1.0675  0.9020
N  0.2248  0.3554  0.7955
C  0.2391  0.9395  1.9454
S  0.4969  2.6496  2.0789
C  -0.0164  2.7297  3.8063
C  0.4722  1.4654  4.4907
S  0.0248  0.0664  3.4325
H  0.3965  -2.3998  2.0637
H  -0.0274  -5.8429  1.9207
H  -0.9684  -6.9854  -0.0670
H  -1.6358  -5.6668  -2.0618
H  -1.3543  -3.2151  -2.0378
H  -1.1022  2.8084  3.8620
H  0.4231  3.6273  4.2396
H  -0.0093  1.3163  5.4558
H  1.5520  1.4876  4.6334
Br  -1.1817  6.3769  -3.7677
C  -0.7709  4.6666  -3.0680
C  0.1416  3.8621  -3.7278
C  0.4211  2.6077  -3.1977
C  -0.1442  2.1456  -2.0039
C  -1.0572  3.0027  -1.3799
C  -1.3883  4.2459  -1.9000
H  0.6149  4.2054  -4.6374
H  1.1410  2.0003  -3.7403
H  -1.5380  2.7051  -0.4526
H  -2.1061  4.8866  -1.4060
S  5.2506  -0.1403  -2.1039
C  3.6951  0.0252  -1.7812
N  2.5404  0.1477  -1.5420

Its spin multiplicity is 2. Its expectation value of S² is 0.75. The molecular weight comes out at 515.28 g mol⁻¹.


Version b
ORCA calculation (ωB97M-V/def2-TZVPD) on a molecular structure, C17H13BrN3O2S3Ti.

Cartesian coordinates (Å):
Ti  0.8081  -0.7944  -0.5688
O  -4.0440  0.0726  -0.0345
C  -3.8097  0.0576  -1.3591
C  -4.9334  0.0220  -2.1848
C  -4.7833  -0.0017  -3.5531
C  -3.5148  0.0158  -4.1410
C  -2.4036  0.0694  -3.3310
C  -2.5242  0.0921  -1.9370
C  -1.2956  0.1640  -1.1296
O  -0.1345  0.2967  -1.7459
N  -1.3856  0.0633  0.1782
N  -0.1499  0.0840  0.8833
C  -0.2393  0.4245  2.0987
S  1.0759  0.2186  3.2004
C  0.3703  1.3386  4.4044
C  -1.1237  1.0701  4.4461
S  -1.7131  1.0557  2.7404
H  -3.1735  0.0549  0.4268
H  -5.9117  0.0098  -1.7182
H  -5.6681  -0.0345  -4.1804
H  -3.4054  -0.0108  -5.2158
H  -1.4133  0.0966  -3.7601
H  0.5802  2.3617  4.0963
H  0.8518  1.1440  5.3616
H  -1.6640  1.8554  4.9721
H  -1.3431  0.1101  4.9070
Br  7.3183  0.7801  0.2730
C  5.4866  0.4157  -0.0230
C  5.1266  -0.7287  -0.7093
C  3.7726  -0.9769  -0.9148
C  2.7634  -0.1380  -0.4205
C  3.1926  1.0073  0.2593
C  4.5345  1.3029  0.4546
H  5.8859  -1.4061  -1.0817
H  3.5167  -1.8703  -1.4681
H  2.4646  1.7024  0.6572
H  4.8415  2.1971  0.9831
S  0.6426  -5.4997  -0.2744
C  0.6850  -3.9040  -0.2912
N  0.7167  -2.7181  -0.3003

Its spin multiplicity is 2. Its expectation value of S² is 0.76. The molecular weight comes out at 515.28 g mol⁻¹.


Tell me which of them is the most stable. Sure, it is version a.